Version P
This record from the Open Molecules 2025 dataset describes C4H9NO2S in the gas phase. The level of theory is wB97M-V/def2-TZVPD.

Values from the calculation:
HOMO-LUMO gap   9.2830 eV
SMILES   CCC(=S)ON(C)O
HOMO energy   -0.3179 Eh

Each line ends with the Mulliken charge.
CARTESIAN COORDINATES (ANGSTROEM)
C  -1.96  -0.71  0.30  -1.135
C  -1.21  -0.08  1.44  -0.114
C  -0.23  0.88  0.80  0.003
S  -0.55  2.05  -0.30  -0.219
O  0.96  0.39  1.18  -0.228
N  2.20  0.90  0.72  0.167
C  2.23  0.87  -0.75  -0.806
O  3.06  0.09  1.23  -0.425
H  -2.27  -1.73  0.50  0.318
H  -2.75  -0.13  -0.18  0.325
H  -1.22  -0.69  -0.53  0.315
H  -0.45  -0.82  1.95  0.179
H  -1.73  0.35  2.25  0.362
H  2.14  1.98  -1.08  0.245
H  3.14  0.48  -1.02  0.407
H  1.33  0.36  -1.11  0.265
H  3.28  0.25  2.13  0.340

---

Version Q
This record from the Open Molecules 2025 dataset describes C4H9NO2S in the gas phase. The level of theory is wB97M-V/def2-TZVPD.

Values from the calculation:
HOMO-LUMO gap   9.6591 eV
HOMO energy   -0.3266 Eh

Each line ends with the Mulliken charge.
CARTESIAN COORDINATES (ANGSTROEM)
C  -1.03  -1.80  -1.10  -0.672
C  -0.73  -1.16  0.01  0.552
C  2.09  1.35  -0.31  -0.687
C  -1.46  -0.22  0.93  -0.918
N  -1.56  1.10  0.34  -0.598
O  1.42  -0.90  1.54  -0.540
O  1.07  0.43  -0.65  -0.217
S  1.11  -1.04  0.14  0.406
H  -0.27  -2.06  -1.86  0.215
H  -2.05  -1.98  -1.23  0.335
H  1.70  2.01  0.48  0.263
H  2.52  1.75  -1.20  0.298
H  3.07  0.77  0.13  0.259
H  -0.98  -0.21  1.91  0.374
H  -2.47  -0.58  1.12  0.362
H  -0.61  1.48  0.48  0.263
H  -1.82  1.07  -0.72  0.305

---

It is version Q that is most stable; the runner-up trails by 158.8 kJ/mol.